{
  "formula": "C28H53FN3O11",
  "method": "ωB97M-V with the def2-TZVPD basis set",
  "elements": ["H", "C", "H", "O", "H", "C", "C", "H", "C", "N", "C", "F", "N", "H", "H", "H", "C", "O", "H", "H", "H", "O", "C", "H", "H", "C", "C", "H", "N", "C", "C", "H", "H", "H", "H", "C", "H", "H", "H", "C", "C", "C", "H", "H", "H", "C", "H", "C", "C", "C", "H", "O", "H", "H", "O", "H", "H", "C", "H", "H", "O", "H", "H", "O", "O", "C", "C", "H", "H", "H", "C", "H", "H", "C", "H", "H", "H", "C", "C", "H", "H", "H", "H", "O", "H", "O", "H", "C", "O", "H", "H", "C", "H", "H", "H", "H"],
  "xyz": [[7.24769, -4.51545, -2.32669], [-3.63251, 6.18581, 6.40944], [8.21161, -6.65814, -1.42750], [10.41529, -3.43168, -0.53232], [3.56536, -1.03971, -2.70719], [-2.43665, -2.07416, -1.87064], [2.67192, -2.83288, -1.91598], [-2.57646, 6.54721, 0.35970], [-2.38105, 5.63906, 5.75859], [0.69874, 0.24424, 0.51459], [-6.95349, -1.95493, 0.11895], [-3.47067, -1.73062, -2.74156], [0.30779, -0.53862, -0.49582], [-3.03484, 2.56937, 1.24181], [-6.34408, 0.38973, -0.14101], [5.12301, -5.22090, -5.40855], [11.74822, -3.49378, -1.04792], [4.37496, -4.66787, -2.80864], [-4.47233, 6.14509, 5.71463], [-1.37453, -3.61044, -2.96586], [-2.46939, 6.34059, -1.25610], [-6.92988, -1.72385, 1.51029], [-3.11967, 0.97106, -1.02136], [-5.57268, -3.29508, 1.67229], [-4.54186, 1.40637, 0.54887], [-1.75771, 4.02810, 0.22469], [9.52252, -4.12319, -1.23963], [-3.22530, 2.04272, -1.16055], [-3.01441, 6.10576, -0.43718], [-0.82937, 9.36592, 3.43478], [-6.36149, -2.79633, 2.23411], [-1.52185, 5.69496, 6.42666], [4.31708, -6.55411, -4.53882], [-2.52585, 4.59432, 5.48632], [11.77614, -3.19333, -2.09255], [-1.28778, -1.09616, -2.14552], [12.33889, -2.80258, -0.45436], [0.08742, 9.42728, 4.01557], [-3.88231, 5.60213, 7.29492], [3.75656, -1.77524, -1.92421], [7.32397, -6.21169, -0.98225], [-1.74908, 0.76645, -0.46332], [-3.24979, 0.52278, -1.99490], [6.44485, -6.70554, -1.39559], [7.36075, -6.39824, 0.09212], [-5.49847, -0.03779, -0.67127], [-1.74277, -4.03874, -1.25177], [-1.98459, 2.76117, 1.11730], [0.01798, 1.24970, 1.03356], [-0.88550, -0.25706, -0.97245], [3.78553, -6.10470, -6.17188], [2.51523, -3.44956, -3.19895], [-0.42921, -1.66307, -2.48110], [12.14744, -4.50043, -0.93768], [8.34297, -4.01580, -0.63168], [-1.55842, 2.98500, 2.08715], [-7.11908, -3.54550, 2.46045], [-3.07599, 4.65184, -0.28689], [-7.17760, -3.00598, -0.07691], [-7.76821, -1.39140, -0.32686], [-1.23931, 8.05165, 5.69379], [6.35456, -4.30478, -0.82921], [-1.57000, 10.05949, 3.82745], [-1.35144, 8.03070, 3.44079], [3.20432, -4.80025, -4.73261], [-2.07770, -3.52620, -2.14593], [-5.65261, -1.56775, -0.56279], [-3.82305, -0.15043, 0.71054], [-3.86408, 4.43987, 0.42963], [0.20041, 1.92855, 2.81672], [3.45920, -4.34136, -3.51528], [-0.62020, 9.60883, 2.39737], [-1.57556, -0.46658, -2.97985], [-1.27131, 1.57607, 0.55889], [-2.79734, -2.00822, -0.84672], [1.70984, -2.37528, -1.69883], [-3.33207, 4.25806, -1.26260], [-1.53231, 7.52121, 4.65923], [7.26141, -4.72570, -1.25819], [-3.49805, 7.22302, 6.71013], [-5.63840, -2.03816, -1.53832], [-2.99716, -4.00946, -2.46016], [-1.13448, 3.77739, -0.62770], [9.74142, -4.70812, -2.26663], [-5.59278, 0.28677, -1.70162], [-2.07785, 6.30910, 4.52257], [-1.24711, 4.76908, 0.82336], [4.17677, -5.72864, -5.23209], [0.67342, 1.96053, 1.97606], [-5.97442, -2.40135, 3.16383], [4.73445, -2.21377, -2.11359], [-4.23817, 0.53885, -0.02051], [1.61988, 0.05159, 0.89141], [-4.83080, -1.95096, 0.03587], [2.85770, -3.59374, -1.15694], [3.79573, -1.26211, -0.96146]],
  "e_homo_ev": -11.82,
  "charge": 1,
  "orbital_gap_ev": 7.46,
  "lumo_ev": -4.3592
}